1.
Density functional theory data (ωB97M-V/def2-TZVPD) for a structure of composition C32H53FN3O3PPtSi.

**Molar mass**: 800.93 g mol⁻¹
**ΔE to the lowest compared entry with this formula, charge and spin**: 152.9 kJ/mol
**Kohn-Sham gap (alpha / beta)**: 4.766 / 4.764 eV

The geometry in ORCA input format:
```
! RIJCOSX wB97M-V def2-TZVPD def2/J DEFGRID3
* xyz -2 1
Pt 0.0586 0.2818 0.5139
C 4.2725 1.5868 1.9446
C 4.9301 0.2335 2.1595
C 4.6394 -0.7851 1.0394
C 5.3764 -2.0983 1.3444
C 5.1179 -3.1861 0.3088
C 5.1821 -0.2312 -0.2597
O 6.3703 0.0141 -0.4317
N 4.2677 -0.0539 -1.2374
C 2.8573 -0.2517 -1.1444
O 2.2311 -0.0328 -2.1751
N 2.3206 -0.6594 0.0151
C 3.1127 -1.0507 1.0326
O 2.6752 -1.6301 2.0252
H 4.4345 2.2363 2.8078
H 3.1952 1.5085 1.7886
H 4.6827 2.0980 1.0669
H 4.5649 -0.2218 3.0823
H 6.0171 0.3388 2.2295
H 5.0314 -2.4268 2.3256
H 6.4444 -1.8740 1.4064
H 4.0528 -3.4171 0.2479
H 5.6460 -4.1080 0.5644
H 5.4548 -2.8795 -0.6846
H 4.5847 0.3130 -2.1237
F -5.4766 1.7368 3.7128
C -4.1534 1.4707 3.4527
C -3.3449 2.4873 2.9834
C -2.0137 2.2132 2.7167
C -1.4643 0.9394 2.9161
C -0.0542 0.6454 2.6018
C -2.3330 -0.0562 3.3763
C -3.6726 0.1964 3.6469
H -3.7638 3.4716 2.8142
H -1.3772 2.9888 2.3057
H 0.3203 -0.2884 3.0205
H 0.6119 1.4740 2.8317
H -1.9454 -1.0601 3.5058
H -4.3373 -0.5861 3.9916
C 0.7397 6.0984 0.3099
Si 2.0901 4.7755 0.3777
C 3.1422 5.1552 1.8992
C 3.1905 5.0170 -1.1365
C 1.4013 3.1290 0.4319
C 0.8768 2.0140 0.4632
H 1.1662 7.1058 0.2684
H 0.0992 6.0286 1.1919
H 0.1090 5.9508 -0.5690
H 3.5784 6.1572 1.8404
H 3.9516 4.4286 1.9946
H 2.5354 5.0925 2.8055
H 3.6273 6.0204 -1.1567
H 2.6151 4.8679 -2.0522
H 4.0003 4.2840 -1.1343
C -0.7895 -3.5928 -0.1553
C -1.2863 -2.9969 -1.4844
C -1.9901 -4.0949 -2.2916
C -0.0245 -2.5886 -2.2636
P -2.2991 -1.4338 -1.0700
N -1.7723 -0.6290 0.1316
C -2.4177 -0.4182 -2.6790
C -2.7638 -1.1813 -3.9639
C -1.0974 0.3375 -2.9114
C -3.4940 0.6577 -2.4663
C -4.0692 -1.9897 -0.6045
C -4.9934 -2.5080 -1.7104
C -3.9365 -3.0809 0.4693
C -4.7608 -0.8119 0.1081
H 0.0687 -4.2398 -0.3634
H -1.5476 -4.1983 0.3408
H -0.4705 -2.8020 0.5254
H -1.2633 -4.8884 -2.5070
H -2.3703 -3.7376 -3.2501
H -2.8161 -4.5562 -1.7501
H 0.6433 -3.4565 -2.2979
H 0.5153 -1.7665 -1.7930
H -0.2433 -2.3127 -3.2956
H -1.9698 -1.8662 -4.2597
H -2.8781 -0.4563 -4.7793
H -3.6953 -1.7452 -3.8966
H -0.3486 -0.2625 -3.4247
H -0.6495 0.6907 -1.9772
H -1.3104 1.2095 -3.5373
H -4.5032 0.2467 -2.4651
H -3.4317 1.3737 -3.2922
H -3.3278 1.1928 -1.5297
H -4.5651 -3.3371 -2.2754
H -5.2702 -1.7230 -2.4147
H -5.9226 -2.8696 -1.2524
H -3.5917 -4.0345 0.0720
H -4.9235 -3.2471 0.9149
H -3.2542 -2.7537 1.2554
H -5.1674 -0.0771 -0.5849
H -4.0541 -0.3126 0.7729
H -5.5973 -1.2015 0.7000
*
```

=====

2.
Density functional theory data (ωB97M-V/def2-TZVPD) for a cluster of 2 separate species, C2H7NS2 in total.

**Molar mass**: 109.22 g mol⁻¹
**ΔE to the lowest compared entry with this formula, charge and spin**: 23.9 kJ/mol
**Kohn-Sham gap (alpha / beta)**: 8.240 / 5.156 eV

The geometry in ORCA input format:
```
! RIJCOSX wB97M-V def2-TZVPD def2/J DEFGRID3
* xyz 1 2
S -2.1732 0.2913 -2.0750
S -0.4542 -0.5321 -2.8325
H -1.9333 0.1347 -0.7639
H -0.9748 -1.7045 -3.2026
C -0.1500 0.5381 1.8899
C 1.0999 0.5040 1.2757
N 1.2635 -0.0825 0.1151
H -0.9175 -0.1184 1.4666
H -0.5717 1.2335 2.6025
H 2.0205 0.7396 1.7954
H 0.5669 -0.7983 -0.0780
H 2.2240 -0.2053 -0.1932
*
```

=====

3.
Density functional theory data (ωB97M-V/def2-TZVPD) for a cluster of 12 separate species, C24H76N4O16 in total.

**Molar mass**: 676.88 g mol⁻¹
**ΔE to the lowest compared entry with this formula, charge and spin**: 341.7 kJ/mol
**Kohn-Sham gap**: 9.279 eV
**SMILES**: COC[C@H](C)N.COC[C@H](C)N.COC[C@H](C)N.COC[C@H](C)N.OCCO.OCCO.OCCO.OCCO.O.O.O.O

The geometry in ORCA input format:
```
! RIJCOSX wB97M-V def2-TZVPD def2/J DEFGRID3
* xyz 0 1
C 9.1966 31.4819 9.9691
C 9.6992 31.5671 8.5306
C 11.1076 32.2045 8.4377
O 11.2862 33.5314 8.9694
C 10.6667 34.5233 8.1611
N 9.8892 30.2144 8.0656
H 9.9795 31.1428 10.6474
H 8.3175 30.8376 9.9579
H 8.7477 32.3969 10.3555
H 8.9949 32.0409 7.8468
H 11.5276 32.1487 7.4334
H 11.8924 31.5617 8.8363
H 9.5821 34.6246 8.1228
H 11.0910 34.4220 7.1622
H 11.0223 35.5259 8.3986
H 10.5177 29.7785 8.7252
H 10.3798 30.3238 7.1895
C -0.8952 35.1745 4.0145
C -0.7144 36.1382 5.1329
C 0.6122 36.9290 5.0026
O 1.8298 36.2566 5.3003
C 2.8900 37.2473 5.5103
N -1.8516 36.9630 4.9054
H -0.8007 35.7050 3.0670
H -1.8777 34.7094 4.0944
H -0.1631 34.3712 4.0975
H -0.8735 35.6907 6.1139
H 0.5964 37.8939 5.5094
H 0.6352 37.2376 3.9574
H 3.1033 37.9540 4.7083
H 3.6643 36.5035 5.6984
H 2.9040 37.8358 6.4276
H -1.9529 37.0872 3.9082
H -2.7090 36.4741 5.1198
C 11.3552 26.1603 2.3183
C 10.5491 27.2040 1.4880
C 9.3070 27.8061 2.2316
O 8.1493 26.9414 2.1550
C 7.1744 27.2146 3.1520
N 11.4339 28.2020 0.9370
H 12.2059 25.6208 1.9020
H 10.6605 25.3268 2.4220
H 11.7452 26.4391 3.2973
H 9.9950 26.7050 0.6930
H 9.1583 28.8236 1.8701
H 9.5106 27.8920 3.2990
H 7.0021 28.2704 3.3610
H 7.3981 26.7018 4.0874
H 6.1756 26.9134 2.8360
H 11.4597 28.1167 -0.0691
H 12.3508 27.9574 1.2829
C 13.4034 42.6350 8.8558
C 14.7821 42.6588 8.2343
C 15.8534 43.4296 9.0801
O 17.1922 43.5503 8.4390
C 18.1788 44.1402 9.3703
N 15.2009 41.2541 8.0471
H 13.0188 43.6323 9.0698
H 13.3945 42.0518 9.7766
H 12.5848 42.1551 8.3194
H 14.8649 43.2362 7.3135
H 15.9079 43.0100 10.0846
H 15.3927 44.4119 9.1846
H 17.9987 43.6677 10.3360
H 17.9487 45.1941 9.2139
H 19.2388 44.1313 9.1167
H 14.7458 40.7516 8.7958
H 16.2048 41.1711 8.1208
C 3.3124 31.4185 7.4103
C 2.5996 30.1904 8.0563
O 1.1792 30.2676 7.8432
O 3.2057 32.5433 8.2917
H 3.0587 31.6106 6.3677
H 4.3133 30.9883 7.4453
H 2.6507 30.1211 9.1429
H 2.9372 29.3052 7.5172
H 0.8739 31.0219 8.3525
H 2.8266 33.2872 7.8178
C 8.8259 38.0247 13.3915
C 9.9999 38.7876 14.1700
O 11.3800 38.6411 13.7542
O 8.2352 38.9380 12.4528
H 8.0611 37.7416 14.1148
H 9.1309 37.1568 12.8069
H 10.1072 38.4055 15.1852
H 9.7655 39.8430 14.3088
H 11.9141 39.3553 14.1095
H 7.3079 38.7776 12.2634
C 16.1288 35.0638 4.7841
C 17.3387 36.0019 4.8274
O 18.3597 35.2880 5.5024
O 15.1352 35.7712 4.1147
H 15.7486 34.8875 5.7903
H 16.1816 34.1328 4.2198
H 17.1511 36.9933 5.2398
H 17.8458 36.1877 3.8806
H 18.0083 35.0577 6.3656
H 14.7339 35.1048 3.5521
C 10.1043 22.2776 6.7880
C 9.3220 22.9184 7.9457
O 8.0631 22.2740 8.1154
O 10.6080 20.9574 7.1131
H 10.9787 22.8984 6.5926
H 9.4409 22.3235 5.9243
H 9.0731 23.9604 7.7448
H 9.8457 22.9229 8.9016
H 8.1701 21.3500 8.3529
H 10.1363 20.2657 6.6433
O 13.9304 26.9381 8.5417
H 14.5617 26.2398 8.3682
H 14.4132 27.7464 8.3692
O 16.1897 30.1650 6.8810
H 16.8817 30.5975 7.3812
H 16.4805 30.2212 5.9708
O 13.3351 33.5629 13.0205
H 13.0562 33.9236 12.1789
H 13.3603 34.3177 13.6086
O 12.7686 39.6320 4.2448
H 13.1890 38.7894 4.0729
H 13.1141 39.9036 5.0952
*
```

=====

4.
Density functional theory data (ωB97M-V/def2-TZVPD) for a structure of composition C4H2IN.

**Molar mass**: 190.97 g mol⁻¹
**ΔE to the lowest compared entry with this formula, charge and spin**: 342.4 kJ/mol
**Kohn-Sham gap**: 8.704 eV

The geometry in ORCA input format:
```
! RIJCOSX wB97M-V def2-TZVPD def2/J DEFGRID3
* xyz 0 1
C -1.6102 -0.7105 0.0588
C -0.4620 -1.2614 0.0136
C 1.0816 -0.1432 -0.0149
C -0.7597 0.4489 0.0107
N 0.8573 -1.3929 0.0272
I 2.8056 1.0225 -0.0181
H -1.0472 1.0542 -0.9436
H -0.8653 0.9823 0.8664
*
```

=====

5.
Density functional theory data (ωB97M-V/def2-TZVPD) for a structure of composition C25H24ClIrNO2.

**Molar mass**: 598.14 g mol⁻¹
**Kohn-Sham gap (alpha / beta)**: 5.586 / 5.977 eV

The geometry in ORCA input format:
```
! RIJCOSX wB97M-V def2-TZVPD def2/J DEFGRID3
* xyz -1 5
C 1.5240 -4.1955 -1.7656
C 0.9092 -4.2410 -3.0899
C -0.5236 -4.0925 -2.9430
H 1.4467 -4.4108 -4.0045
C -0.8070 -3.8983 -1.5327
C 0.4513 -3.9472 -0.7999
H 0.5970 -3.8254 0.2814
H 2.5496 -4.3569 -1.4979
H -1.2626 -4.1160 -3.7342
H -1.7773 -3.7935 -1.0738
Ir 0.5035 -2.4166 -2.1110
Cl 1.7106 -0.7074 -2.8232
C -1.3773 2.1703 -2.7631
C -1.8847 1.0248 -2.1190
C -1.6606 -0.0768 -2.9674
H -2.3147 1.0198 -1.1268
C -1.0732 0.4198 -4.1898
C -0.9402 1.8552 -4.0671
H -0.4992 2.5159 -4.8144
H -1.5122 3.1931 -2.3720
H -1.8478 -1.1560 -2.7510
H -0.6684 -0.2075 -4.9863
C -1.2632 4.1141 0.6506
C -0.0395 3.2631 0.4404
C 0.6648 3.3307 -0.7641
C 1.7123 2.4380 -1.0491
C 2.0883 1.5192 -0.0697
C 1.4008 1.4475 1.1447
N 1.8389 0.4653 2.0337
C 1.0662 -0.4430 2.7452
C 1.5543 -0.9026 3.9871
C 0.7552 -1.7105 4.7838
C -0.5495 -2.0367 4.3609
C -1.0234 -1.5997 3.1165
C -0.1853 -0.8748 2.2680
C -0.6491 -0.5055 0.8659
O -1.6914 0.1957 0.8379
O 0.0560 -0.9129 -0.1043
C 0.3778 2.3732 1.4529
C -0.2780 2.3749 2.7989
H -2.1630 3.4921 0.7626
H -1.1782 4.7393 1.5495
H -1.4441 4.7805 -0.1973
H 0.3751 4.0557 -1.5282
H 2.2165 2.4531 -2.0022
H 2.9098 0.8326 -0.2507
H 2.8474 0.3524 2.1164
H 2.5543 -0.5931 4.3178
H 1.1163 -2.0356 5.7654
H -1.1880 -2.6502 4.9945
H -2.0357 -1.8346 2.7746
H -1.1838 1.7543 2.7637
H 0.3622 1.9737 3.5913
H -0.5673 3.3860 3.0945
*
```

=====

6.
Density functional theory data (ωB97M-V/def2-TZVPD) for a structure of composition C3H2CuO2.

**Molar mass**: 133.59 g mol⁻¹
**ΔE to the lowest compared entry with this formula, charge and spin**: 311.8 kJ/mol
**Kohn-Sham gap (alpha / beta)**: 7.673 / 7.595 eV

The geometry in ORCA input format:
```
! RIJCOSX wB97M-V def2-TZVPD def2/J DEFGRID3
* xyz 1 1
O -0.2112 0.9910 -0.8994
C 0.7751 0.3763 -0.2554
C -1.5342 -0.4499 -0.0017
O 1.9004 0.6488 0.0370
C -0.2924 -0.5515 -0.5146
Cu 3.4431 0.1707 1.2656
H -2.3934 -0.4653 -0.6766
H -1.6876 -0.7201 1.0451
*
```

=====

7.
Density functional theory data (ωB97M-V/def2-TZVPD) for a cluster of 2 separate species, C6H17NSi in total.

**Molar mass**: 131.29 g mol⁻¹
**ΔE to the lowest compared entry with this formula, charge and spin**: 168.3 kJ/mol
**Kohn-Sham gap**: 9.822 eV

The geometry in ORCA input format:
```
! RIJCOSX wB97M-V def2-TZVPD def2/J DEFGRID3
* xyz 0 1
C 1.6271 0.9991 1.6783
C -0.4648 0.3584 2.8496
C -0.8597 1.3085 -1.7480
C 0.0497 -0.8575 -2.7453
C 0.2216 0.5479 1.4224
C 0.1947 0.0968 -1.5310
N 0.3999 -2.3449 0.0199
Si -0.2153 -0.7049 0.0414
H 2.0650 0.2472 2.2860
H 2.0763 1.2994 0.7904
H 1.5479 1.8742 2.2079
H -0.1855 1.2511 3.3353
H -0.0766 -0.4293 3.4356
H -1.5400 0.2860 2.7306
H -0.5711 2.3104 -1.3215
H -0.8669 1.5669 -2.8029
H -1.8898 1.0343 -1.3371
H 0.5862 -1.8182 -2.5260
H 0.3483 -0.2866 -3.5577
H -0.9890 -1.3226 -2.7501
H -0.3221 1.3023 0.8328
H 1.2411 0.4710 -1.5608
H -0.2724 -2.8997 -0.4680
H 0.6884 -2.9634 0.7901
H -2.2971 -0.7768 0.0100
*
```

=====

8.
Density functional theory data (ωB97M-V/def2-TZVPD) for a cluster of 2 separate species, ClH2NOS in total.

**Molar mass**: 99.54 g mol⁻¹
**ΔE to the lowest compared entry with this formula, charge and spin**: 106.7 kJ/mol
**Kohn-Sham gap**: 9.168 eV

The geometry in ORCA input format:
```
! RIJCOSX wB97M-V def2-TZVPD def2/J DEFGRID3
* xyz 0 1
N -1.6917 1.2112 -0.9985
O 1.6690 -0.4465 0.1430
S -2.1954 0.7138 0.2240
Cl -1.9090 -1.3809 0.2839
H 2.5118 -0.4317 0.6309
H 1.6153 0.3340 -0.2833
*
```